The following is a DFT calculation (ωB97M-V with the def2-TZVPD basis set) of 3 unconnected molecules or ions with the total composition C27H23Br2F2NO4 at a distorted geometry.

Values from the calculation:
Multiplicity ... 1
HOMO level ... -8.96 eV
Energy relative to the best compared isomer or geometry (same formula, charge and spin) ... 0.0 kJ/mol
Kohn-Sham gap ... 8.68 eV

Element x y z (Å)
H: 5.086 1.806 -1.091
C: 1.766 -5.091 0.708
N: -0.704 0.949 0.588
H: 1.557 -6.936 -0.355
C: -3.064 0.577 0.676
H: 1.523 1.903 3.973
C: -4.350 -0.151 0.456
H: -5.783 0.534 -2.895
H: 3.536 3.564 -1.321
C: 4.134 1.542 -1.552
H: 4.265 1.500 -2.632
Br: -1.675 -1.356 -0.783
H: -6.116 4.636 -1.770
C: 2.007 -5.280 3.107
C: 1.914 -6.660 3.000
C: -5.649 1.577 -3.150
H: -5.181 5.322 -3.973
H: 3.654 -0.290 1.842
C: -1.859 0.220 0.244
F: 2.020 -3.181 2.049
C: 1.930 -4.525 1.955
H: -4.188 -1.227 0.436
C: 0.409 1.133 -0.284
C: 4.439 -0.327 -0.114
H: 2.138 -4.792 4.063
H: 3.605 3.173 3.411
O: -0.638 0.097 2.770
C: -5.315 4.273 -3.744
H: -4.867 1.208 -5.107
C: 2.995 2.748 2.625
C: -0.175 0.788 1.914
H: -4.564 3.603 -5.638
O: 0.460 0.824 -1.438
C: 1.838 2.054 2.951
C: 3.381 2.918 1.296
C: 3.584 -0.930 0.959
C: 2.626 2.417 0.234
H: 1.682 -8.335 1.680
H: 2.538 -0.988 0.671
O: 3.722 0.244 -1.122
H: 4.293 3.455 1.067
Br: -3.241 2.177 1.673
F: -6.487 2.189 -1.042
C: 1.752 -7.258 1.757
C: 1.463 1.748 0.578
C: -5.990 2.558 -2.241
H: -4.848 0.191 -0.450
C: -5.136 1.963 -4.380
C: 1.093 1.562 1.902
H: 2.231 2.486 -1.867
C: 1.680 -6.473 0.615
H: 1.706 -4.459 -0.168
C: -4.967 3.307 -4.679
C: -5.834 3.902 -2.512
H: 1.967 -7.270 3.892
H: 3.941 -1.921 1.219
C: 3.075 2.584 -1.189
H: -5.019 0.053 1.290
O: 5.641 -0.338 -0.108